C4H14NO3 | ωB97M-V/def2-TZVPD

Output
E_HOMO (eV): -15.075
ΔE to the lowest compared entry with this formula, charge and spin (eV): 6.762
Charge: +1
Frontier orbital gap (Eh): 0.210
Total energy (Eh): -440.809912

```
22
C4H14NO3 (ωB97M-V/def2-TZVPD)
O -0.010 -1.115 -0.696
C -0.478 -0.039 -0.537
C -1.249 0.342 0.743
N -0.698 1.529 1.207
C 3.517 -0.860 -1.273
C -1.035 -0.794 1.807
H -0.131 0.793 -1.159
H -2.323 0.528 0.553
H -1.392 1.940 1.857
H 4.333 -0.147 -1.370
H 2.697 -0.351 -0.775
H 3.751 -1.801 -0.779
H 3.186 -1.135 -2.278
H 0.004 -1.069 1.990
H -1.512 -1.687 1.396
H -1.469 -0.465 2.743
H -4.670 -0.533 -1.230
H -3.760 -0.776 -2.421
O -3.738 -0.517 -1.492
H 2.092 2.697 0.455
H 1.103 1.663 0.970
O 1.783 1.796 0.291
```